C22H68N4O12 | the ωB97M-V functional and the def2-TZVPD basis

Output
**LUMO level**: -0.0173 hartree
**Net charge**: 0
**Orbital gap**: 8.469 eV
**Structure (SMILES)**: NC(N)=O.NC(N)=O.CC(C)O.CC(C)O.CC(C)O.CC(C)O.CC(C)O.CO.CO.CO.CO.CO

XYZ file:
```
106
Properties=species:S:1:pos:R:3:forces:R:3
C 0.56726 -25.86063 -4.71630 0.01 -0.61 -0.02
O -0.48139 -25.39230 -5.51917 -0.36 -1.24 -0.92
H 0.30230 -25.88545 -3.67119 -0.26 -0.05 0.63
H 1.36247 -25.16669 -4.83410 1.34 0.30 0.11
H 0.88735 -26.89422 -4.97075 -0.35 0.72 -0.24
H -0.77407 -24.57450 -5.13110 -0.11 0.74 0.26
C -0.15570 -26.43925 2.97072 -1.20 0.06 -0.26
O -1.26901 -26.18543 2.10242 -1.31 -0.10 1.48
H 0.58621 -25.91971 2.46369 2.33 0.70 -0.01
H 0.00541 -27.48231 2.92081 0.61 -1.18 0.40
H -0.26016 -26.09921 4.01410 -0.38 0.02 -0.59
H -0.91527 -25.90726 1.26780 0.10 0.49 -0.96
C -2.31147 -27.64304 -0.80847 -1.31 1.19 -0.37
O -1.92176 -26.86183 -1.91088 -0.46 -1.39 -1.45
H -3.13257 -28.33506 -1.01676 0.18 0.01 -0.63
H -2.72344 -26.97219 -0.07834 -0.07 0.21 0.92
H -1.50859 -28.18428 -0.40861 1.16 -0.84 0.69
H -1.61506 -26.00353 -1.63296 0.41 0.69 0.80
C -2.69188 -23.98202 -4.09469 0.75 -1.68 1.48
O -1.50880 -23.26528 -4.12890 -0.13 1.41 -2.65
H -3.48475 -23.55373 -3.56628 -1.25 1.39 0.83
H -2.44778 -24.85724 -3.52156 -0.43 -1.11 0.08
H -3.06532 -24.29720 -5.03224 0.15 -0.06 -1.32
H -1.09289 -23.14872 -3.28573 0.19 -0.17 1.01
C -1.08028 -22.89250 2.60789 -1.77 0.23 -0.25
O -1.49234 -23.78995 3.57454 0.09 0.67 2.09
H -1.94502 -22.65979 1.97795 0.13 0.29 -0.26
H -0.33491 -23.29305 1.96622 1.13 -0.16 -0.56
H -0.81759 -21.98985 3.12791 0.60 0.44 0.02
H -1.62193 -24.64680 3.21554 -0.29 -1.27 -1.02
C 3.50787 -22.83818 -2.35127 -7.28 -6.45 -0.68
O 2.43808 -23.63651 -2.75597 5.45 3.89 1.15
N 4.12082 -23.03471 -1.24149 2.28 -1.58 5.77
N 3.96854 -21.82107 -2.92955 0.95 5.24 -6.07
H 3.90802 -23.78829 -0.58670 -0.33 0.38 -0.80
H 4.71255 -22.31719 -0.79395 -0.57 -0.69 -0.78
H 3.57278 -21.66828 -3.91039 1.13 0.10 2.03
H 4.84681 -21.36032 -2.60590 -1.35 -0.67 -0.90
C -0.88731 -23.35907 -1.03976 -0.48 -7.25 1.79
O -0.94376 -24.70693 -0.60601 0.12 6.28 -1.76
N -1.76359 -22.47015 -0.74014 -3.59 1.82 1.94
N -0.07003 -22.89968 -1.92084 4.45 -0.33 -2.83
H -2.66881 -22.80096 -0.34174 0.87 1.06 -0.21
H -1.73525 -21.53662 -1.20006 -0.19 -1.34 0.67
H 0.72887 -23.40465 -2.34547 -0.28 -0.21 0.92
H 0.09656 -21.90886 -2.07643 -0.42 -0.18 0.42
C -1.35909 -19.12122 2.35894 2.41 0.20 0.13
C -1.94063 -19.60586 1.08298 -6.57 -3.69 7.43
C -3.46367 -19.46221 1.12076 0.11 -1.69 0.54
O -1.58194 -19.06171 0.04517 2.26 6.79 -9.28
H -1.40436 -18.05446 2.55892 -0.29 0.24 -0.33
H -0.29205 -19.36842 2.13867 -0.11 0.38 1.06
H -1.67377 -19.63337 3.25288 -0.13 -0.44 0.10
H -1.62667 -20.58107 0.91284 -0.22 -3.02 1.31
H -3.71588 -18.44493 1.16896 -0.23 1.63 -0.05
H -3.81653 -19.91101 2.02871 -0.44 -0.35 0.51
H -4.01578 -19.92214 0.30468 0.30 -0.11 -0.23
H -0.68952 -19.26300 -0.02706 2.92 0.05 -1.15
C 1.16513 -28.12785 0.11967 -1.27 -0.24 1.57
C 2.27874 -27.10747 0.06316 -3.10 -1.36 -7.40
C 1.89791 -25.78273 -0.42485 -1.25 2.08 -3.24
O 2.86569 -26.79760 1.11547 3.97 -0.41 10.63
H 0.25924 -27.87683 0.79093 1.60 -0.04 -0.91
H 1.60563 -29.05131 0.53770 -0.39 0.12 -0.40
H 0.73394 -28.27584 -0.87826 0.38 -0.12 0.19
H 3.05006 -27.53509 -0.60600 -0.54 -0.29 -0.77
H 2.75309 -25.18760 -0.78119 0.15 -0.49 0.29
H 1.35668 -25.12195 0.25319 -0.10 -0.55 0.37
H 1.31280 -25.82028 -1.32399 -0.59 0.09 -0.57
H 3.64656 -26.35090 0.87152 1.37 0.81 0.23
C -3.93687 -20.64449 -3.06057 -0.16 0.19 0.05
C -5.38735 -20.68980 -2.55451 3.07 7.27 -3.21
C -6.32410 -20.11544 -3.56733 -0.11 1.27 -0.78
O -5.79532 -21.83121 -2.27500 -2.92 -9.91 1.48
H -3.29306 -20.80809 -2.17680 0.04 0.06 -0.78
H -3.73662 -19.67913 -3.55468 0.17 -0.29 0.47
H -3.81501 -21.42540 -3.83132 0.20 0.17 0.41
H -5.44613 -20.16993 -1.64065 0.05 1.55 1.11
H -6.05751 -19.08421 -3.81702 -0.17 -0.11 -0.16
H -7.29661 -20.12315 -3.10541 -0.63 0.06 -0.15
H -6.34539 -20.71848 -4.50321 0.11 0.26 0.54
H -5.95941 -22.33771 -3.10121 0.13 -0.03 0.90
C -4.67264 -24.60267 -1.09671 -0.93 -0.97 0.01
C -4.74898 -23.70527 0.17134 -3.79 -8.63 2.46
C -4.05155 -24.33081 1.39569 -1.47 -0.28 -0.42
O -4.38732 -22.53274 -0.00419 3.01 9.89 -3.27
H -5.44911 -24.25929 -1.82314 0.43 -0.47 0.56
H -4.83737 -25.67575 -0.84519 -0.34 0.74 -0.08
H -3.74799 -24.65989 -1.65915 0.57 0.53 0.34
H -5.80605 -23.52859 0.39179 -0.95 -1.76 0.39
H -3.10164 -24.60244 1.05639 1.85 -0.56 -0.19
H -4.55469 -25.24144 1.71888 -0.06 -0.11 -0.20
H -3.96464 -23.71949 2.28390 -0.11 0.59 -0.07
H -4.97189 -22.24579 -0.77056 1.22 0.35 0.83
C -0.51564 -20.35418 -4.41577 1.25 -2.45 -0.07
C 0.67151 -19.87654 -3.53061 -5.92 7.83 -7.39
C 0.31766 -18.40928 -3.10235 -0.16 -0.43 0.85
O 0.94269 -20.48259 -2.49751 1.90 -6.07 8.20
H -1.45309 -20.61972 -3.86231 0.94 0.34 -0.50
H -0.09893 -21.27702 -4.92300 -1.02 0.48 0.65
H -0.71137 -19.71783 -5.28287 0.02 0.45 0.58
H 1.48437 -19.77010 -4.14089 2.39 0.11 -2.32
H -0.10763 -17.82048 -3.89034 0.14 0.50 -0.49
H 1.24256 -17.95958 -2.69025 -0.46 0.21 -0.13
H -0.46255 -18.45334 -2.29756 0.66 -0.02 -0.53
H 1.57826 -19.94637 -2.03860 0.57 -0.12 0.96
```
Forces are in eV/Å.